Density functional theory data (ωB97M-V/def2-TZVPD) for a molecular structure, C33H57ClCrN2O2Si in a non-equilibrium geometry.

```
! wB97M-V def2-TZVPD RIJCOSX def2/J DEFGRID3
* xyz 1 4
O 0.72028 -2.32779 -0.81027
O -1.38611 -1.90385 -3.83949
C 2.02205 -2.41911 -1.62837
C 3.01878 -3.31438 -0.95521
H 2.37448 -1.39090 -1.71326
H 1.66667 -2.77568 -2.59856
H 3.33009 -2.93343 0.02746
H 3.91546 -3.37857 -1.58256
H 2.63033 -4.33212 -0.84938
C -0.25899 -3.46436 -0.80604
C -0.11326 -4.29844 -2.02903
H -1.24635 -2.99380 -0.74745
H -0.05873 -4.01376 0.11343
H -0.36099 -3.74104 -2.93855
H -0.84356 -5.10270 -1.93810
H 0.87073 -4.76961 -2.12092
C -2.73524 -1.69286 -3.42919
C -0.86127 -1.16623 -4.93583
C -3.50126 -2.99704 -3.53496
H -3.20831 -0.89640 -4.02551
H -2.70056 -1.37737 -2.37204
H -3.53841 -3.34928 -4.57212
H -4.52042 -2.85852 -3.17154
H -3.03450 -3.78310 -2.93165
C -1.01599 -1.95041 -6.22639
H 0.20395 -1.02074 -4.71030
H -1.35127 -0.18445 -5.01058
H -0.62009 -2.96836 -6.11954
H -0.46115 -1.45401 -7.02561
H -2.07243 -2.02057 -6.51392
H 0.76900 -1.77960 0.06675
N 1.55549 1.10933 2.06500
C 1.48178 2.35552 2.54982
C 0.32998 3.14123 2.38404
C -0.96851 2.69940 2.12915
C 2.69301 2.92573 3.22673
H 3.57119 2.93106 2.56271
H 2.94760 2.37094 4.14144
H 2.48099 3.95962 3.51455
C -2.13379 3.63844 2.21303
H -2.79094 3.38561 3.06090
H -2.73259 3.61685 1.28822
H -1.75901 4.65630 2.35899
N -1.24065 1.40319 1.86099
C 2.70290 0.27592 2.32342
C 3.73758 0.17880 1.37433
C 3.67671 0.86971 0.04887
C 4.87277 -0.56742 1.69384
H 5.67044 -0.63860 0.96051
C 4.99097 -1.19510 2.93249
H 5.88967 -1.75787 3.17092
C 3.95600 -1.10135 3.85582
H 4.03296 -1.59164 4.82886
C 2.80087 -0.38287 3.56421
C 1.69771 -0.29907 4.57820
C -2.50694 0.84516 2.21421
C -3.46951 0.58677 1.22166
C -3.16950 0.82411 -0.22116
C -4.75773 0.22829 1.62027
H -5.51315 0.06728 0.84950
C -5.07486 0.08800 2.96442
H -6.08623 -0.20586 3.26122
C -4.09989 0.30120 3.93713
H -4.33065 0.18561 4.99514
C -2.80680 0.68526 3.57833
C -1.79359 0.99570 4.63828
Cr 0.12632 0.40173 1.00003
H 3.27442 0.20625 -0.73121
H 4.68949 1.14394 -0.27919
H 3.07254 1.78527 0.07029
H 1.41757 0.73873 4.81358
H 2.02441 -0.76669 5.51727
H 0.80040 -0.83393 4.23784
H -3.91552 0.32073 -0.85014
H -2.18128 0.43830 -0.50439
H -3.19090 1.89561 -0.47864
H -0.83164 0.50254 4.44839
H -2.16135 0.64281 5.60922
H -1.60079 2.07593 4.72840
H 0.43980 4.19506 2.62649
C 0.27157 0.46684 -1.05979
Si 0.38483 2.08660 -2.00506
H 1.21819 -0.06254 -1.24628
H -0.53299 -0.14787 -1.48673
C 1.61913 1.86744 -3.40387
C 0.95705 3.51529 -0.93097
C -1.28581 2.49033 -2.74460
H -1.78431 1.59170 -3.13215
H -1.14234 3.19446 -3.57581
H -1.94329 2.96669 -2.00738
H 2.56899 1.44798 -3.05213
H 1.84269 2.83800 -3.86684
H 1.22464 1.20366 -4.18329
H 1.80983 3.25419 -0.28947
H 0.14034 3.87271 -0.28819
H 1.26415 4.34415 -1.58888
Cl -0.06336 -1.60272 1.83619
*
```

## Properties
HOMO-LUMO gap (spin up / spin down)   7.72 / 8.51 eV
Relative energy (zero: lowest compared OMol25 entry of this formula, charge and spin)   15.4 kJ/mol
Lowest unoccupied orbital energy (spin up / spin down)   -2.844 / -2.453 eV